{"formula": "C26H37NO7P2PdSSi", "method": "the ωB97M-V functional and the def2-TZVPD basis", "total_energy_ha": -3092.9091, "de_lowest_kj_mol": 55.24, "lumo_energy_ev": -0.2618, "charge": 0, "elements": ["Pd", "N", "C", "C", "P", "O", "O", "O", "P", "O", "O", "O", "H", "H", "H", "H", "H", "H", "H", "H", "C", "C", "C", "S", "O", "C", "C", "C", "H", "H", "H", "H", "H", "H", "H", "H", "H", "H", "H", "H", "H", "H", "C", "C", "C", "C", "C", "C", "Si", "C", "C", "C", "C", "C", "C", "C", "C", "C", "C", "C", "C", "H", "H", "H", "H", "H", "H", "H", "H", "H", "H", "H", "H", "H", "H", "H"], "xyz": [[-0.1941, 0.0542, -0.6304], [-1.7792, 0.2669, -4.9624], [-2.1483, 0.8142, -3.5850], [-3.4239, 1.6318, -3.6713], [-2.4052, -0.7258, -2.5781], [-1.1609, -1.6257, -3.0700], [-3.6307, -1.3497, -3.1100], [-2.2640, -0.3133, -1.1277], [-0.6623, 1.7684, -3.0667], [-0.5981, 2.9317, -4.2016], [0.4555, 0.8034, -3.3471], [-0.8781, 2.3521, -1.7180], [-2.2959, -0.5947, -5.1601], [-0.7737, 0.0366, -4.8934], [-1.9432, 0.9555, -5.6945], [-4.2668, 1.0080, -3.9687], [-3.3110, 2.4717, -4.3620], [-3.6368, 2.0357, -2.6812], [-0.2543, -1.4618, -2.7504], [-0.8923, 3.7747, -3.8378], [3.7842, 0.0507, -3.6613], [4.1548, 0.0727, -2.1822], [3.0059, 0.5397, -1.2894], [1.8593, -0.7691, -0.8296], [1.6785, -1.6981, -1.9793], [2.8605, -1.6589, 0.3854], [2.5024, -3.1388, 0.4296], [1.0645, -3.4230, 0.8405], [4.6473, -0.2283, -4.2668], [3.4405, 1.0349, -3.9832], [2.9761, -0.6538, -3.8459], [4.9956, 0.7511, -2.0201], [4.4982, -0.9174, -1.8696], [2.3805, 1.2729, -1.7993], [3.3438, 0.9549, -0.3361], [2.7163, -1.1619, 1.3431], [3.8959, -1.5247, 0.0698], [3.1948, -3.6039, 1.1361], [2.7014, -3.5745, -0.5504], [0.8213, -2.9639, 1.8003], [0.8955, -4.4961, 0.9324], [0.3633, -3.0440, 0.0969], [-3.2025, -3.2263, 3.3457], [-2.9076, -3.2406, 1.9907], [-2.1130, -2.2446, 1.4402], [-1.5981, -1.2232, 2.2364], [-1.9235, -1.2108, 3.5979], [-2.7142, -2.2065, 4.1512], [-0.5418, 0.1814, 1.6039], [-1.4507, 1.8101, 1.7567], [-2.6374, 2.0117, 1.0423], [-3.3574, 3.1865, 1.1862], [-2.9075, 4.1804, 2.0438], [-1.7369, 3.9958, 2.7630], [-1.0136, 2.8202, 2.6186], [1.0777, 0.3029, 2.5414], [1.4713, -0.6229, 3.5091], [2.7319, -0.5547, 4.0913], [3.6205, 0.4401, 3.7130], [3.2436, 1.3778, 2.7586], [1.9857, 1.3065, 2.1804], [-3.8241, -4.0024, 3.7745], [-3.3050, -4.0216, 1.3550], [-1.9148, -2.2457, 0.3764], [-1.5655, -0.4063, 4.2331], [-2.9572, -2.1819, 5.2061], [-2.9897, 1.2457, 0.3627], [-4.2723, 3.3285, 0.6244], [-3.4713, 5.0985, 2.1546], [-1.3871, 4.7660, 3.4391], [-0.1062, 2.6876, 3.1958], [0.7909, -1.4127, 3.8049], [3.0217, -1.2831, 4.8383], [4.6046, 0.4875, 4.1618], [3.9304, 2.1636, 2.4686], [1.7019, 2.0381, 1.4296]], "atomic_forces_ev_per_a": [[-0.04, 0.10, -0.15], [0.11, -0.10, 0.14], [-0.03, 0.07, -0.21], [0.00, -0.03, 0.06], [0.10, -0.02, 0.05], [-0.07, -0.21, -0.03], [-0.04, 0.02, -0.02], [0.00, -0.11, 0.01], [0.08, -0.03, 0.09], [-0.04, -0.02, -0.03], [-0.04, 0.07, 0.15], [0.09, 0.07, -0.09], [-0.16, 0.04, 0.06], [-0.05, 0.04, -0.08], [0.10, 0.05, 0.00], [-0.01, 0.00, -0.02], [0.00, 0.00, 0.00], [0.01, 0.00, -0.01], [-0.02, 0.07, 0.04], [0.01, 0.00, 0.03], [-0.02, 0.02, 0.01], [0.00, -0.04, 0.00], [0.02, 0.03, -0.03], [0.04, -0.15, -0.04], [0.05, 0.10, 0.01], [0.01, 0.02, -0.01], [-0.02, -0.01, 0.01], [0.02, 0.00, 0.00], [0.00, -0.01, 0.00], [0.01, 0.00, -0.01], [0.00, 0.00, 0.00], [0.00, 0.01, 0.01], [0.02, 0.01, -0.03], [0.01, 0.03, 0.00], [-0.03, -0.01, -0.01], [0.00, 0.01, 0.01], [0.00, 0.02, 0.01], [0.01, 0.00, -0.01], [0.00, 0.00, 0.01], [-0.01, 0.01, 0.00], [0.00, 0.00, 0.00], [-0.02, 0.01, 0.01], [-0.01, -0.02, 0.01], [0.00, 0.01, -0.01], [0.00, 0.00, -0.02], [0.02, 0.04, 0.08], [0.00, -0.03, -0.03], [-0.01, 0.01, 0.01], [-0.12, 0.05, 0.05], [-0.02, -0.01, -0.02], [0.02, -0.01, 0.02], [0.00, -0.02, -0.02], [-0.02, 0.03, 0.01], [0.02, 0.01, 0.02], [0.00, -0.04, -0.02], [0.04, -0.06, -0.05], [0.01, 0.05, 0.00], [-0.02, -0.04, 0.03], [0.03, 0.00, -0.01], [-0.01, 0.01, -0.01], [-0.02, 0.00, 0.04], [0.00, 0.00, 0.00], [0.00, 0.00, 0.00], [0.01, 0.00, 0.00], [0.01, 0.00, 0.02], [0.00, 0.00, 0.00], [0.00, 0.00, -0.01], [0.00, 0.00, 0.00], [0.00, 0.00, 0.00], [0.00, 0.00, 0.00], [0.00, 0.00, 0.00], [0.00, -0.01, 0.00], [-0.01, 0.00, 0.00], [0.00, 0.01, 0.00], [0.00, 0.00, 0.00], [-0.01, 0.00, 0.00]]}

{"formula": "C3H11NS", "method": "the ωB97M-V functional and the def2-TZVPD basis", "total_energy_ha": -573.7994, "de_lowest_kj_mol": 84.23, "lumo_energy_ev": 0.7141, "smiles": "CNC.CS", "charge": 0, "elements": ["C", "N", "C", "H", "H", "H", "H", "H", "H", "H", "C", "S", "H", "H", "H", "H"], "xyz": [[1.6682, 2.8135, -2.0253], [0.8302, 2.7281, -0.8535], [1.5020, 2.4755, 0.3918], [1.0411, 2.8074, -2.9046], [2.2503, 3.7475, -2.0136], [2.4227, 2.0038, -2.1453], [-0.0371, 2.2384, -0.9883], [0.8730, 2.6603, 1.2620], [2.3899, 3.1279, 0.4104], [1.9325, 1.4625, 0.4873], [-2.6251, -4.7562, 1.7055], [-2.6917, -3.6190, 0.2672], [-2.9706, -4.2127, 2.5735], [-3.3329, -5.5174, 1.4069], [-1.6280, -5.1039, 1.9321], [-1.6244, -2.8559, 0.4942]], "atomic_forces_ev_per_a": [[0.54, -0.15, 0.15], [-0.22, 0.41, 0.04], [0.90, -0.20, -0.21], [-0.11, 0.09, -0.30], [-0.22, -0.11, 0.00], [-0.40, 0.06, 0.19], [0.13, -0.24, -0.01], [-0.02, 0.14, -0.11], [-0.38, 0.07, 0.31], [-0.22, -0.07, -0.05], [-0.05, 1.17, -0.32], [-0.06, -0.27, -0.12], [-0.31, -0.09, 0.23], [0.13, -0.42, 0.32], [0.12, -0.42, -0.35], [0.18, 0.03, 0.24]]}

{"formula": "C37H48Cl3N7ORuSSi3Te", "method": "the ωB97M-V functional and the def2-TZVPD basis", "total_energy_ha": -4907.5657, "de_lowest_kj_mol": 19.95, "lumo_energy_ev": [-3.2450, -4.1740], "spin_multiplicity": 2, "s_squared": 0.757, "charge": 1, "elements": ["Ru", "C", "C", "C", "C", "N", "C", "N", "C", "N", "C", "N", "C", "C", "C", "C", "C", "N", "C", "C", "C", "C", "C", "C", "H", "H", "H", "H", "H", "H", "H", "H", "H", "H", "H", "H", "Cl", "Si", "Cl", "Cl", "C", "C", "C", "N", "C", "S", "N", "C", "O", "C", "C", "C", "C", "C", "C", "H", "H", "H", "H", "H", "H", "H", "H", "H", "H", "H", "H", "H", "H", "C", "Si", "C", "C", "C", "Te", "C", "Si", "C", "C", "C", "H", "H", "H", "H", "H", "H", "H", "H", "H", "H", "H", "H", "H", "H", "H", "H", "H", "H", "H", "H", "H", "H"], "xyz": [[0.4060, -0.6363, 1.3145], [-2.3583, -3.9815, 1.9652], [-3.3148, -3.5289, 2.8705], [-3.1811, -2.2555, 3.3501], [-2.1273, -1.4283, 2.9225], [-1.2182, -1.8545, 2.0203], [-1.3490, -3.1340, 1.5936], [-2.1164, -0.1995, 3.5325], [-1.2143, 0.6985, 3.4260], [-0.0661, 0.7337, 2.6413], [0.6109, 1.9187, 2.9164], [1.6654, 2.3930, 2.3856], [2.3440, 1.8309, 1.3370], [3.4200, 2.6114, 0.8786], [4.1692, 2.2149, -0.1948], [3.8492, 1.0010, -0.7946], [2.8096, 0.2709, -0.2792], [2.0321, 0.6528, 0.7554], [-0.1389, 2.6625, 3.9384], [0.1132, 3.8822, 4.5387], [-0.8242, 4.3384, 5.4561], [-1.9689, 3.5954, 5.7521], [-2.2112, 2.3718, 5.1413], [-1.2702, 1.9292, 4.2302], [-2.3834, -4.9822, 1.5582], [-4.1287, -4.1635, 3.1939], [-3.8629, -1.8321, 4.0717], [-0.5912, -3.4827, 0.9158], [3.6050, 3.5345, 1.4065], [4.9867, 2.8229, -0.5583], [4.4094, 0.6166, -1.6360], [2.5805, -0.6909, -0.6806], [1.0024, 4.4485, 4.2980], [-0.6686, 5.2866, 5.9533], [-2.6767, 3.9828, 6.4729], [-3.0915, 1.7843, 5.3638], [2.7771, -0.7066, 3.9958], [2.0215, -1.8391, 2.4631], [3.6431, -2.4294, 1.3088], [1.4088, -3.6126, 3.3176], [0.7426, -6.4967, 0.3103], [0.8665, -5.5208, -0.8537], [1.9708, -4.5094, -0.5837], [2.1465, -3.5548, -1.6814], [1.5160, -2.4141, -1.8225], [0.2286, -1.9310, -0.7574], [1.7632, -1.6274, -2.8989], [2.6236, -1.8011, -4.0268], [2.3051, -1.2649, -5.0518], [3.8657, -2.5938, -3.8520], [4.3224, -3.3396, -4.9362], [5.5056, -4.0516, -4.8273], [6.2411, -3.9994, -3.6506], [5.7961, -3.2403, -2.5751], [4.6036, -2.5430, -2.6698], [-0.0709, -7.2017, 0.1447], [0.5484, -5.9668, 1.2457], [1.6602, -7.0717, 0.4437], [-0.0733, -4.9830, -1.0028], [1.0770, -6.0585, -1.7814], [2.9337, -5.0032, -0.4458], [1.7690, -3.9464, 0.3234], [2.7957, -3.8242, -2.4100], [1.0899, -0.8833, -3.0332], [3.7490, -3.3461, -5.8540], [5.8597, -4.6395, -5.6631], [7.1696, -4.5493, -3.5717], [6.3790, -3.1894, -1.6652], [4.2558, -1.9565, -1.8274], [-1.2771, 5.3783, -1.0345], [-0.6329, 4.1720, -2.3095], [-0.8390, 4.8664, -4.0333], [1.1685, 3.7850, -1.9720], [-1.6034, 2.5602, -2.2026], [-1.4680, 1.6618, -0.2602], [-3.2551, 2.5134, 0.5591], [-4.8522, 1.6843, -0.0071], [-4.9617, 1.6491, -1.8739], [-6.2848, 2.6590, 0.6972], [-4.8689, -0.0587, 0.6645], [-0.7349, 6.3246, -1.0966], [-1.1488, 4.9893, -0.0213], [-2.3363, 5.5981, -1.1879], [-0.2690, 5.7906, -4.1515], [-1.8855, 5.0933, -4.2473], [-0.4893, 4.1619, -4.7913], [1.7987, 4.6550, -2.1700], [1.5278, 2.9672, -2.6032], [1.3118, 3.4979, -0.9278], [-1.2242, 1.8211, -2.9120], [-2.6679, 2.6790, -2.4104], [-3.2155, 3.5781, 0.3236], [-3.1413, 2.4261, 1.6438], [-4.9731, 2.6547, -2.3007], [-5.8876, 1.1560, -2.1792], [-4.1311, 1.0945, -2.3168], [-6.2982, 3.6802, 0.3103], [-6.2292, 2.7164, 1.7866], [-7.2387, 2.1945, 0.4374], [-3.9941, -0.6218, 0.3292], [-5.7596, -0.5974, 0.3330], [-4.8721, -0.0465, 1.7566]], "atomic_forces_ev_per_a": [[-0.13, 0.02, -0.24], [0.00, 0.00, 0.03], [0.02, -0.02, -0.04], [-0.01, 0.06, -0.02], [-0.02, -0.03, -0.01], [0.01, 0.04, -0.03], [0.04, -0.04, 0.01], [-0.01, 0.12, -0.05], [-0.03, -0.07, -0.02], [0.08, -0.37, 0.12], [-0.07, -0.06, 0.03], [0.00, 0.10, -0.01], [0.08, -0.04, -0.01], [-0.05, -0.03, 0.03], [0.03, 0.00, -0.01], [0.00, -0.05, -0.01], [0.08, 0.14, -0.03], [0.03, -0.01, -0.07], [0.02, 0.05, 0.01], [0.00, 0.00, 0.00], [0.01, 0.00, 0.00], [0.00, -0.01, 0.00], [-0.01, 0.01, 0.01], [-0.05, 0.02, 0.02], [0.01, 0.00, 0.00], [0.01, 0.00, 0.00], [-0.01, 0.00, 0.00], [0.03, -0.01, -0.01], [0.00, 0.00, 0.00], [-0.01, 0.00, 0.00], [-0.01, -0.01, 0.00], [-0.07, -0.15, -0.11], [0.00, 0.00, 0.00], [0.00, 0.00, 0.00], [0.00, 0.00, 0.00], [0.00, 0.00, 0.00], [0.03, -0.01, -0.06], [-0.03, 0.13, 0.17], [0.16, 0.20, 0.05], [-0.06, 0.05, -0.05], [-0.01, 0.02, 0.01], [0.02, -0.01, -0.01], [-0.15, -0.02, -0.01], [-0.26, -0.08, 0.13], [0.01, -0.28, 0.16], [0.01, 0.20, 0.02], [0.04, 0.20, -0.03], [-0.15, -0.07, 0.01], [0.04, 0.01, 0.04], [0.07, 0.06, -0.12], [0.01, 0.04, 0.00], [0.02, -0.01, 0.01], [0.00, -0.03, -0.02], [0.00, 0.01, 0.03], [0.25, 0.12, -0.06], [0.01, 0.00, 0.00], [-0.01, 0.00, 0.00], [0.00, 0.00, 0.00], [-0.01, 0.00, -0.02], [0.00, 0.00, -0.01], [0.00, -0.01, 0.00], [-0.06, -0.08, -0.04], [-0.07, -0.03, 0.08], [0.01, 0.00, 0.00], [0.00, 0.00, 0.01], [0.00, 0.00, 0.00], [0.00, 0.00, 0.00], [0.00, 0.00, 0.00], [0.05, 0.03, -0.01], [0.00, 0.00, 0.00], [-0.01, 0.00, 0.00], [0.01, 0.00, 0.00], [0.01, -0.01, 0.00], [0.00, -0.05, -0.03], [0.04, 0.04, 0.09], [0.01, 0.01, -0.03], [0.00, -0.01, 0.05], [-0.02, -0.02, -0.01], [0.00, 0.01, 0.00], [0.00, -0.05, 0.00], [0.00, 0.00, 0.00], [0.00, 0.00, 0.00], [0.00, 0.00, 0.00], [0.00, 0.00, 0.00], [0.00, 0.00, 0.00], [0.00, 0.00, 0.00], [0.00, 0.00, 0.01], [0.00, 0.01, -0.01], [0.00, -0.01, -0.01], [-0.01, 0.01, -0.02], [0.11, 0.03, 0.02], [0.01, 0.01, 0.00], [-0.01, -0.02, 0.00], [-0.01, 0.00, -0.01], [0.00, 0.01, 0.01], [-0.06, -0.02, 0.01], [0.00, 0.00, 0.00], [0.00, -0.01, -0.01], [0.00, 0.00, 0.00], [0.02, 0.00, 0.01], [0.01, 0.01, 0.01], [0.02, -0.02, 0.04]]}